ORCA calculation (ωB97M-V/def2-TZVPD) on a 2-piece molecular cluster, C4H8BrNO3 overall.

XYZ file:
```
17
Properties=species:S:1:pos:R:3
H -0.083 -0.743 -1.458
O 2.309 -1.567 -0.614
Br 2.041 1.328 1.955
H 0.696 1.918 -0.737
H -0.265 -2.081 1.685
N 2.273 -0.927 0.412
H -0.520 0.815 -2.098
C -0.343 0.295 -1.215
H -1.107 0.245 -0.482
H 2.147 -0.096 -1.786
O 2.896 -1.235 1.405
H 0.069 -0.440 2.667
H -1.500 -0.585 1.628
C -0.538 -1.035 1.940
O 2.015 0.802 -1.689
C 0.962 0.896 -0.727
C 1.522 0.258 0.526
```

Calculated values
- Energy relative to the best compared isomer or geometry (same formula, charge and spin): 658.0 kJ/mol
- HOMO-LUMO gap (spin up / spin down): 8.87 / 7.37 eV
- LUMO level (spin up / spin down): -0.02273 / -0.07633 Eh
- Total charge: 0
- Calculated total energy: -81945.631 eV